Entry 1:
ORCA calculation (the ωB97M-V functional and the def2-TZVPD basis) on an isolated ion of composition C7H9N4O and charge +1.

Its SMILES is C/C=N/C=[NH+]/C(=O)n1ccnc1. As for the HOMO energy: -12.300 eV. The calculation puts the energy relative to the best compared isomer or geometry (same formula, charge and spin) at 9.7 kcal/mol. The molar mass is 165.18 g/mol. The gap between HOMO and LUMO is 7.15 eV.

ORCA input file:
```
! wB97M-V def2-TZVPD RIJCOSX def2/J DEFGRID3
* xyz 1 1
C -2.965 -0.099 -2.994
C -1.590 -0.719 -3.108
N -0.828 -0.356 -2.174
C 0.059 0.260 -1.590
N 0.427 -0.025 -0.323
C 1.344 0.746 0.379
O 2.076 1.547 -0.058
N 1.389 0.391 1.842
C 0.638 -0.545 2.585
C 1.175 -0.559 3.835
N 2.331 0.220 3.856
C 2.408 0.804 2.721
H -3.007 0.679 -2.351
H -3.250 0.123 -4.100
H -3.846 -0.716 -2.579
H -1.317 -1.443 -3.744
H 0.625 1.198 -1.953
H 0.279 -0.903 0.168
H -0.192 -1.146 2.360
H 1.033 -0.990 4.767
H 3.212 1.534 2.461
*
```

natural (NBO) charges, unit e, in atom order: -0.691 0.343 -0.339 0.368 -0.620 0.838 -0.503 -0.442 -0.151 -0.055 -0.408 0.207 0.241 0.271 0.296 0.224 0.278 0.444 0.227 0.236 0.235


Entry 2:
ORCA calculation (the ωB97M-V functional and the def2-TZVPD basis) on C24H17BrN3O2ReSSe2 as an isolated structure.

Its expectation value of S² is 3.7727. As for the HOMO energy (spin up / spin down): -13.586 / -16.201 eV. The calculation puts the energy relative to the best compared isomer or geometry (same formula, charge and spin) at 2.3 kcal/mol. The molar mass is 835.52 g/mol. The gap between HOMO and LUMO (spin up / spin down) is 4.87 / 6.45 eV.

ORCA input file:
```
! wB97M-V def2-TZVPD RIJCOSX def2/J DEFGRID3
* xyz 3 4
Re 0.812 -2.321 1.250
Se 0.491 -3.199 3.830
Se 2.764 -3.540 3.017
C 2.138 -4.796 1.648
C 2.723 -6.043 1.476
C 2.306 -6.853 0.355
C 1.414 -6.244 -0.576
C 1.013 -4.944 -0.413
N 1.304 -4.266 0.749
C 0.533 -1.295 3.839
C 0.218 -0.479 4.886
C 0.371 0.889 4.720
C 1.058 1.342 3.579
C 1.276 0.470 2.548
N 1.046 -0.856 2.686
H 3.397 -6.489 2.262
H 2.591 -7.859 0.304
H 1.183 -6.846 -1.436
H 0.410 -4.391 -1.077
H -0.191 -0.955 5.740
H -0.067 1.508 5.464
H 1.323 2.398 3.391
H 1.650 0.906 1.590
S 1.599 -1.097 -2.945
C 0.916 -1.153 -1.437
N 1.612 -1.577 -0.429
C 2.998 -1.798 -0.946
C 4.173 -2.021 -0.196
C 5.341 -2.163 -0.941
C 5.359 -2.363 -2.271
C 4.205 -2.089 -3.008
C 3.130 -1.633 -2.300
H -0.123 -0.973 -1.305
H 4.109 -1.993 0.907
H 6.252 -2.277 -0.362
H 6.300 -2.559 -2.787
H 4.325 -2.249 -4.065
Br -7.987 4.953 -4.167
C -7.122 6.186 -3.152
C -7.243 6.113 -1.767
C -6.437 6.835 -0.898
C -5.573 7.780 -1.475
C -5.307 7.877 -2.909
C -6.120 7.051 -3.691
C -4.513 8.303 -0.754
O -3.713 8.918 -0.284
O -0.744 -2.134 0.572
H -8.021 5.537 -1.277
H -6.537 6.764 0.168
H -4.552 8.563 -3.313
H -6.091 7.057 -4.798
*
```

natural (NBO) charges, unit e, in atom order: 1.613 0.293 0.155 0.069 -0.244 -0.048 -0.229 0.075 -0.566 0.059 -0.246 -0.060 -0.233 0.061 -0.572 0.280 0.256 0.268 0.228 0.266 0.259 0.266 0.240 0.615 -0.088 -0.558 0.096 -0.221 -0.166 -0.168 -0.185 -0.230 0.265 0.240 0.246 0.258 0.264 0.267 -0.038 -0.229 -0.084 -0.316 -0.094 -0.223 0.913 -0.253 -0.559 0.261 0.257 0.270 0.268


Entry 3:
ORCA calculation (the ωB97M-V functional and the def2-TZVPD basis) on C14H35NNaO4 as an isolated structure.

As for the HOMO energy: -10.748 eV. The molar mass is 304.43 g/mol. The gap between HOMO and LUMO is 5.82 eV.

ORCA input file:
```
! wB97M-V def2-TZVPD RIJCOSX def2/J DEFGRID3
* xyz 1 1
Na -1.747 0.148 -1.323
C 3.438 -4.855 0.160
C 2.754 -3.467 0.581
C 3.390 -2.971 1.893
C 4.679 -2.273 1.772
C 4.592 -1.074 0.804
C 4.022 -1.485 -0.572
N 2.802 -2.345 -0.438
O 2.292 -2.730 -1.679
C 3.691 -0.236 -1.378
C 5.126 -2.222 -1.382
C 1.288 -3.767 0.908
H 4.420 -4.631 -0.258
H 2.841 -5.228 -0.672
H 3.606 -5.614 0.925
H 2.813 -2.220 2.433
H 3.476 -3.804 2.591
H 5.378 -3.078 1.546
H 4.988 -1.952 2.767
H 5.628 -0.741 0.752
H 3.903 -0.287 1.111
H 4.566 0.335 -1.688
H 3.140 -0.478 -2.287
H 3.084 0.475 -0.817
H 5.931 -1.550 -1.680
H 5.617 -3.035 -0.848
H 4.720 -2.692 -2.278
H 0.632 -3.022 1.360
H 1.324 -4.582 1.631
H 0.774 -4.209 0.054
H 2.870 -3.449 -1.945
C -3.287 1.999 5.722
C -3.687 2.589 4.368
O -2.534 2.581 3.496
H -2.872 0.993 5.665
H -4.102 2.061 6.444
H -2.418 2.458 6.193
H -4.078 3.602 4.464
H -4.459 1.906 4.013
H -1.869 3.157 3.880
C -4.243 7.119 -4.261
C -3.077 6.416 -3.545
O -3.039 5.040 -3.875
H -5.082 6.425 -4.217
H -4.028 7.304 -5.313
H -4.520 8.116 -3.922
H -3.210 6.510 -2.467
H -2.111 6.812 -3.860
H -3.007 4.990 -4.833
C -7.488 -0.244 -1.863
O -6.575 -0.929 -1.038
H -8.397 -0.020 -1.305
H -7.128 0.709 -2.252
H -7.869 -0.778 -2.733
H -6.956 -1.778 -0.803
*
```

natural (NBO) charges, unit e, in atom order: 0.996 -0.660 0.130 -0.410 -0.400 -0.412 0.115 -0.193 -0.573 -0.613 -0.645 -0.611 0.213 0.206 0.237 0.201 0.216 0.202 0.219 0.230 0.207 0.221 0.220 0.194 0.223 0.209 0.198 0.206 0.213 0.208 0.448 -0.642 -0.067 -0.742 0.213 0.219 0.203 0.170 0.179 0.467 -0.650 -0.062 -0.733 0.215 0.203 0.226 0.176 0.162 0.463 -0.257 -0.734 0.169 0.181 0.168 0.475


Entry 4:
ORCA calculation (the ωB97M-V functional and the def2-TZVPD basis) on C33H35N5O2RbSTe as an isolated structure.

As for the HOMO energy: -10.111 eV. The calculation puts the energy relative to the best compared isomer or geometry (same formula, charge and spin) at 18.8 kcal/mol. The molar mass is 778.81 g/mol. The gap between HOMO and LUMO is 8.09 eV.

ORCA input file:
```
! wB97M-V def2-TZVPD RIJCOSX def2/J DEFGRID3
* xyz 1 1
Rb 0.363 0.440 -0.597
C 1.311 0.284 -5.947
C 0.943 -0.570 -4.767
C -0.395 -0.819 -4.473
C -0.761 -1.637 -3.412
C -2.208 -1.935 -3.143
C 0.241 -2.195 -2.620
C 1.582 -1.940 -2.869
C 2.659 -2.549 -2.017
C 1.917 -1.134 -3.954
H 0.837 -0.084 -6.857
H 2.388 0.284 -6.118
H 0.987 1.318 -5.811
H -1.166 -0.381 -5.098
H -2.558 -2.760 -3.766
H -2.831 -1.069 -3.367
H -2.368 -2.220 -2.104
H -0.036 -2.848 -1.798
H 3.463 -1.836 -1.827
H 3.104 -3.414 -2.510
H 2.261 -2.890 -1.060
H 2.965 -0.961 -4.175
C -4.034 3.321 2.118
O -3.048 2.319 1.877
C -2.765 1.895 0.639
O -1.850 1.118 0.477
N -3.533 2.389 -0.365
N -3.281 1.961 -1.671
H -3.994 3.512 3.186
H -5.033 2.960 1.863
H -3.796 4.240 1.580
H -4.357 2.931 -0.165
H -3.174 2.765 -2.276
H -4.040 1.382 -2.005
N 2.218 5.041 0.507
C 1.512 4.978 1.694
C 1.364 5.871 2.750
C 0.550 5.463 3.787
C -0.096 4.216 3.777
C 0.054 3.335 2.726
C 0.876 3.731 1.671
N 1.192 3.058 0.499
C 1.982 3.867 -0.154
C 2.549 3.570 -1.468
C 3.393 4.366 -2.187
S 3.794 3.606 -3.661
C 2.782 2.303 -3.236
N 2.201 2.387 -2.077
H 2.789 5.803 0.191
H 1.858 6.832 2.768
H 0.405 6.121 4.633
H -0.719 3.946 4.618
H -0.447 2.377 2.705
H 3.801 5.325 -1.925
H 2.647 1.458 -3.890
Te -0.630 -1.605 2.136
C -0.065 -2.605 3.895
C 1.259 -2.561 4.322
C 1.635 -3.218 5.485
C 0.693 -3.923 6.217
C -0.625 -3.966 5.792
C -1.008 -3.304 4.637
C -0.688 -3.317 0.903
C 0.453 -4.097 0.731
C 0.416 -5.218 -0.085
C -0.754 -5.557 -0.747
C -1.891 -4.785 -0.577
C -1.863 -3.673 0.254
H 1.995 -2.013 3.749
H 2.664 -3.180 5.815
H 0.986 -4.437 7.122
H -1.361 -4.513 6.365
H -2.041 -3.335 4.315
H 1.370 -3.833 1.245
H 1.305 -5.823 -0.204
H -0.781 -6.427 -1.389
H -2.810 -5.054 -1.081
H -2.762 -3.087 0.401
*
```

Löwdin charges, unit e, in atom order: 0.765 -0.051 -0.271 -0.005 -0.267 -0.027 -0.052 -0.287 -0.027 -0.028 0.088 0.080 0.083 0.126 0.094 0.074 0.061 0.099 0.085 0.095 0.062 0.123 -0.041 -0.017 -0.579 -0.185 0.005 0.062 0.102 0.098 0.103 0.131 0.095 0.095 0.177 -0.182 -0.014 -0.083 -0.079 -0.007 -0.219 0.108 -0.280 -0.319 -0.336 1.076 -0.455 -0.002 0.159 0.112 0.106 0.105 0.105 0.075 0.049 1.366 -0.552 -0.149 -0.081 -0.078 -0.079 -0.139 -0.549 -0.154 -0.080 -0.075 -0.087 -0.162 0.090 0.106 0.107 0.108 0.096 0.100 0.111 0.109 0.110 0.097


no.,total energy (Ha)
1,-566.07668
2,-9091.83601
3,-1072.09771
4,-2392.93367